*1*
This record from OMol25 describes a molecular structure, C4H7N3O. The level of theory is wB97M-V/def2-TZVPD.

```
! wB97M-V def2-TZVPD RIJCOSX def2/J DEFGRID3
* xyz 0 1
C -2.87124 -0.04146 -0.07343
C 0.56197 0.16082 -0.22463
C 1.11313 -1.10900 -0.25103
C 1.53057 1.28901 0.10748
H -3.50034 -0.15528 -1.03560
H -3.84232 -0.65456 0.60454
H -2.98765 1.03639 -0.02175
H 0.83730 -2.12233 -0.28622
H 2.77616 -1.51487 0.87655
H 1.62223 1.28632 1.53560
H 1.53011 2.35808 -0.58604
N -1.47939 -0.45449 -0.12098
N -0.71870 0.52049 -0.12288
N 2.52210 -1.07039 0.01850
O 2.90605 0.47127 -0.42011
*
```

Its HOMO-LUMO gap is 8.1 eV.

---

*2*
This record from OMol25 describes C4H7N3O in the gas phase. The level of theory is wB97M-V/def2-TZVPD.

```
! wB97M-V def2-TZVPD RIJCOSX def2/J DEFGRID3
* xyz 0 1
C 2.55798 -0.19335 0.55145
N 1.41261 0.23102 -0.43074
N 0.59282 -1.03552 -0.51912
C -0.52033 -0.57268 -0.22564
C -1.00503 0.83063 -0.24423
C -2.28498 0.78453 -0.00204
N -2.60442 -0.51949 0.39552
O -1.61827 -1.43362 -0.11370
H 3.03294 -1.28207 0.36786
H 3.25333 0.57254 0.28000
H 2.26470 0.04928 1.59878
H 2.03956 0.16698 -1.32999
H -0.47275 1.65660 -0.44236
H -3.06630 1.55389 0.12335
H -3.58187 -0.80873 -0.00913
*
```

Its SMILES is CN/N=c1\cc[nH]o1. Its HOMO-LUMO gap is 9.3 eV.

---

Best to worst by energy: *2*, *1*.

---

*1*
This record from OMol25 describes 2 unconnected molecules or ions with the total composition C4H7N3O. The level of theory is wB97M-V/def2-TZVPD.

```
! wB97M-V def2-TZVPD RIJCOSX def2/J DEFGRID3
* xyz 0 1
C 0.98620 0.23841 -0.74062
C -0.32887 -0.26656 0.14067
C -0.01126 0.41437 1.61844
C -1.61794 0.45253 0.07600
H 1.81207 0.18562 -2.43864
H 0.93078 -1.08855 -2.10517
H 1.91066 -0.05357 -0.11559
H 0.70257 1.46707 -0.94535
H -0.44229 -2.14867 1.44214
H 0.64695 -0.00472 2.45322
H -2.20302 0.78959 -0.69623
N 0.95705 -0.18695 -2.14305
N -1.00157 0.92854 2.15738
N -2.00375 0.94368 1.20976
O -0.33758 -1.67080 0.08704
*
```

Its HOMO-LUMO gap is 8.8 eV.

---

*2*
This record from OMol25 describes C4H7N3O in the gas phase. The level of theory is wB97M-V/def2-TZVPD.

```
! wB97M-V def2-TZVPD RIJCOSX def2/J DEFGRID3
* xyz 0 1
H 2.61599 -0.32742 -0.58783
N 2.20438 0.57749 -0.36483
C 0.94070 0.48467 -0.24010
C 0.09576 1.69945 0.03871
N 0.24083 -0.72983 -0.39310
O 1.07216 -1.84667 -0.38873
C -0.99382 -1.00334 0.33653
C -2.16511 -0.33208 -0.22547
N -3.10566 0.20249 -0.63080
H -0.66252 1.82436 -0.74392
H -0.42645 1.62975 0.99343
H 0.77957 2.55099 0.06445
H 1.50859 -1.87422 0.48144
H -1.15432 -2.08309 0.25061
H -0.95008 -0.77256 1.40962
*
```

Its SMILES is [H]/N=C(/C)N(O)CC#N. Its HOMO-LUMO gap is 10.2 eV.

---

Best to worst by energy: *2*, *1*.

---

*1*
This record from OMol25 describes C3H7N3 in the gas phase. The level of theory is wB97M-V/def2-TZVPD.

```
! wB97M-V def2-TZVPD RIJCOSX def2/J DEFGRID3
* xyz 0 1
H -0.05906 -1.95714 -1.39392
N 0.19433 -1.73394 -0.42351
C 0.12585 -0.48807 -0.22260
C -0.22837 0.54228 -1.24775
C -0.87261 1.67536 -0.95798
N 0.29445 0.03026 1.04643
N 0.77290 -0.82782 2.03987
H 0.02670 0.33196 -2.28962
H -1.13408 2.39164 -1.73810
H -1.17297 1.94188 0.07388
H 0.75778 0.93312 1.09722
H 1.32595 -1.55219 1.57640
H -0.03088 -1.28733 2.43967
*
```

Its SMILES is [H]/N=C(\C=C)NN. Its HOMO-LUMO gap is 10.3 eV.

---

*2*
This record from OMol25 describes C3H7N3 in the gas phase. The level of theory is wB97M-V/def2-TZVPD.

```
! wB97M-V def2-TZVPD RIJCOSX def2/J DEFGRID3
* xyz 0 1
N -1.90690 -0.13256 -0.38360
C -0.86453 0.03356 0.47552
C 0.12751 -1.15346 0.21436
N 1.31716 -0.95330 -0.11733
N 1.44063 0.51708 -0.29655
C 0.24542 1.32691 0.17722
H -2.40518 0.64132 -0.51883
H -1.66366 -0.36170 -1.33139
H -1.46216 0.13601 1.37179
H -0.02506 -2.09429 0.55834
H 2.35268 0.71932 -0.39168
H 0.31928 1.71170 1.26014
H -0.12252 1.98703 -0.56871
*
```

Its SMILES is N[C@H]1C=NNC1. Its HOMO-LUMO gap is 9.5 eV.

---

*3*
This record from OMol25 describes C3H7N3 in the gas phase. The level of theory is wB97M-V/def2-TZVPD.

```
! wB97M-V def2-TZVPD RIJCOSX def2/J DEFGRID3
* xyz 0 1
C 1.21313 1.56384 -0.45077
C 0.56606 1.03292 0.58479
N -0.28672 -0.16809 0.77570
N -1.66054 -0.23007 0.49577
N 0.54283 -0.96638 0.10751
C 0.14100 -1.93447 -0.62314
H 1.73390 2.49874 -0.33500
H 1.44691 0.98887 -1.33322
H 0.38519 1.64413 1.46794
H -2.17524 0.02167 1.32736
H -1.91284 0.37395 -0.28560
H -0.89419 -2.24620 -0.69668
H 0.90051 -2.57890 -1.03464
*
```

Its SMILES is C=CN(N)N=C. Its HOMO-LUMO gap is 9.9 eV.

---

Best to worst by energy: *1*, *2*, *3*.